Formula: C4H9OS
Source: the OMol25 dataset
Level of theory: ωB97M-V/def2-TZVPD

Structure (XYZ):
```
15
Properties=species:S:1:pos:R:3:mulliken_charge:R:1
C -2.2859 -0.0358 -0.3403 -0.5644
C -1.2417 0.4595 0.2522 -0.1388
C 1.1697 0.0529 1.5232 -1.0427
C 1.1219 -0.1052 -1.4168 -0.8695
O -0.0092 -1.9911 0.0122 -0.5336
S 0.2370 -0.5695 0.0887 0.9094
H -3.1173 0.5582 -0.2705 0.2650
H -2.2822 -0.8823 -0.8668 0.3739
H -1.3404 1.7662 0.6494 0.2685
H 1.3557 1.1608 1.4182 0.3864
H 2.0621 -0.4558 1.4990 0.4631
H 0.6065 -0.2639 2.4473 0.3739
H 2.1372 -0.5630 -1.5135 0.3806
H 1.2919 0.9656 -1.3091 0.3763
H 0.2947 -0.0966 -2.1733 0.3520
```

E_HOMO in eV: -16.02
Charge: +1
Relative energy (zero: lowest compared OMol25 entry of this formula, charge and spin) in eV: 2.006


Formula: C25H55N3O8S5
Source: the OMol25 dataset
Level of theory: ωB97M-V/def2-TZVPD

Structure (XYZ):
```
96
Properties=species:S:1:pos:R:3:mulliken_charge:R:1
C -6.7414 30.2152 -7.2188 0.1428
C -7.9354 30.1744 -6.2930 -0.1653
O -7.3440 29.7073 -5.0835 -0.3590
C -6.0701 29.4569 -5.1914 0.5927
O -5.3832 28.9528 -4.3052 -0.6465
O -5.7712 29.5919 -6.4406 -0.2539
H -6.5981 31.2832 -7.3833 0.1141
H -6.8332 29.6187 -8.1264 0.1095
H -8.5766 29.4358 -6.7741 0.1807
H -8.4016 31.1460 -6.1295 0.2532
C -11.4989 32.3692 -3.9874 -0.7648
C -10.6880 33.2764 -3.0733 -0.4264
C -11.4726 33.4794 -1.8078 -0.5799
C -12.7273 34.1974 -2.0234 0.2740
N -13.7136 34.7658 -2.2411 -0.4633
H -12.0143 31.5341 -3.5129 0.3137
H -10.8519 32.0125 -4.7889 0.0860
H -12.3399 32.9568 -4.3555 0.3839
H -10.4343 34.1897 -3.6113 0.3000
H -9.7259 32.8621 -2.7718 0.2603
H -11.0312 34.1443 -1.0655 0.3164
H -11.6610 32.5872 -1.2107 0.2938
C -10.2494 27.9898 -4.1111 -0.8060
C -10.6837 26.8718 -3.2034 -0.4018
C -12.0796 27.1244 -2.5542 -0.5139
C -12.2697 28.3581 -1.7436 0.2372
N -12.4377 29.2961 -1.0401 -0.4879
H -10.0346 28.9763 -3.7001 0.4007
H -11.0325 28.1817 -4.8446 0.3632
H -9.3719 27.7950 -4.7276 0.0238
H -9.9124 26.7996 -2.4366 0.3548
H -10.7621 25.9601 -3.7957 0.2117
H -12.1724 26.3654 -1.7774 0.3338
H -12.8229 27.1054 -3.3511 0.3070
C -13.3264 31.1482 -7.7306 -1.0404
C -12.7367 32.5508 -7.8097 -0.2579
C -11.7237 32.6215 -8.9668 -0.6070
C -10.6509 31.7194 -8.9843 0.4874
N -9.7512 30.9132 -8.9776 -0.5063
H -13.5207 30.9107 -6.6847 0.2474
H -12.6484 30.3981 -8.1377 0.3199
H -14.2685 31.1588 -8.2786 0.3387
H -12.3591 32.9069 -6.8511 0.1228
H -13.5704 33.2113 -8.0478 0.3522
H -11.3245 33.6313 -9.0614 0.3028
H -12.4210 32.4844 -9.7934 0.2675
C -2.2883 30.2755 -8.1144 -0.5919
S -1.1724 28.8282 -7.9894 0.4766
O -1.8537 27.7180 -8.7844 -0.5591
C 0.4090 29.4550 -8.6752 -1.0861
H -2.0057 31.0153 -7.3655 0.4969
H -3.3516 30.0390 -8.0756 -0.2531
H -2.0464 30.7550 -9.0629 0.4121
H 0.4127 29.6188 -9.7529 0.3321
H 1.1878 28.7730 -8.3342 0.3639
H 0.7503 30.3614 -8.1751 0.3778
C -2.7528 25.3673 -2.7005 -0.7900
S -1.7316 25.5380 -4.1863 0.4420
O -2.3302 24.5594 -5.1812 -0.6420
C -2.2180 27.1464 -4.8182 -0.5675
H -2.0230 25.1482 -1.9211 0.2854
H -3.5272 24.6073 -2.8044 0.3029
H -3.3396 26.2538 -2.4601 0.2618
H -2.6704 27.7872 -4.0614 0.3287
H -3.0143 26.9549 -5.5374 0.1598
H -1.4084 27.7057 -5.2872 0.2390
C -5.1083 26.9513 -9.0441 -0.5707
S -4.5587 25.3078 -9.6383 0.5046
O -5.6994 24.3782 -10.1142 -0.6486
C -3.6359 25.8153 -11.1699 -0.8123
H -5.7171 26.9157 -8.1407 0.1862
H -5.5437 27.6024 -9.8021 0.3055
H -4.1997 27.4400 -8.6927 0.1892
H -3.0413 24.9347 -11.4129 0.3377
H -2.9712 26.6238 -10.8655 0.2140
H -4.2552 26.1263 -12.0112 0.3017
C -6.5902 33.4956 -10.3469 -0.6844
S -5.6973 32.4619 -11.6916 0.4593
O -4.4996 33.2911 -12.1195 -0.6131
C -5.1198 31.0122 -10.6332 -0.6830
H -7.2285 32.9036 -9.6911 0.0905
H -7.2204 34.1573 -10.9411 0.3344
H -5.7911 33.9826 -9.7881 0.3129
H -5.9466 30.4451 -10.2056 0.2135
H -4.5638 31.3822 -9.7717 0.1606
H -4.4245 30.3796 -11.1851 0.4082
C -10.5886 25.5121 -9.3738 -1.0477
S -8.9099 25.2997 -8.5577 0.4222
O -8.0469 26.3789 -9.2025 -0.4953
C -9.4369 25.9673 -6.9239 -0.5540
H -10.6999 26.5801 -9.5609 0.2922
H -11.4704 25.0427 -8.9378 0.3803
H -10.3869 25.0246 -10.3276 0.3596
H -10.3502 26.5623 -6.9272 0.3606
H -8.6838 26.7137 -6.6711 -0.1252
H -9.4006 25.2623 -6.0934 0.3999
```

E_HOMO in eV: -7.88


Formula: C3H10NOS
Source: the OMol25 dataset
Level of theory: ωB97M-V/def2-TZVPD

Structure (XYZ):
```
16
Properties=species:S:1:pos:R:3:mulliken_charge:R:1
C -2.0147 2.2304 -0.7250 -0.9125
N -1.1919 1.2364 -1.4127 -0.3494
C -0.5566 0.3064 -0.4923 -0.3970
C 0.7754 -0.2372 -0.9773 -0.6246
S 1.5730 -1.4565 0.0930 -0.6205
H -2.9608 1.7568 -0.4575 0.2400
H -1.4581 2.6865 0.1048 0.3393
H -2.2610 3.0777 -1.3701 0.3477
H -0.5117 1.6972 -2.0025 0.2789
H -1.2203 -0.5507 -0.2755 0.2337
H -0.5520 0.6952 0.5435 0.1483
H 0.5691 -0.6879 -1.9564 0.2053
H 1.3572 0.6851 -1.1387 0.2133
H -0.1746 -1.2878 2.0345 0.2694
H 0.5111 -0.1253 2.5572 0.3306
O 0.0470 -0.8995 2.9029 -0.7025
```

E_HOMO in eV: -2.67
Charge: -1
Relative energy (zero: lowest compared OMol25 entry of this formula, charge and spin) in eV: 0.890


Formula: C6H12O3
Source: the OMol25 dataset
Level of theory: ωB97M-V/def2-TZVPD

Structure (XYZ):
```
21
Properties=species:S:1:pos:R:3:mulliken_charge:R:1
C 0.4255 0.4050 -0.2292 1.3918
C -0.1652 -0.9965 -0.4387 0.2736
C 1.5330 0.5180 0.8041 -1.9510
C 0.0292 -1.6252 -1.7944 -1.3954
C -1.4842 0.9844 1.5544 -1.2247
C -0.9125 1.1285 0.1589 0.6116
O 0.8826 0.9795 -1.4490 -0.6834
O 0.0302 -1.9210 0.5868 -0.5491
O -1.2339 2.1168 -0.5409 -0.6644
H 0.4067 1.8405 -1.5106 0.4180
H 0.9813 -2.0130 0.7666 0.3703
H -1.3416 -0.5904 -0.3768 0.1171
H 1.7837 1.5722 0.9574 0.3587
H 1.2687 0.0867 1.7746 0.4232
H 2.4377 0.0146 0.4487 0.4248
H -0.3957 -0.9806 -2.5694 0.3077
H -0.4390 -2.6125 -1.8329 0.3898
H 1.0963 -1.7692 -1.9922 0.3433
H -2.5734 0.9597 1.4815 0.3790
H -1.1557 0.0649 2.0397 0.3308
H -1.1735 1.8374 2.1616 0.3285
```

SMILES string: CC(=O)[C@](C)(O)[C@@H](C)O
E_HOMO in eV: -9.90
Relative energy (zero: lowest compared OMol25 entry of this formula, charge and spin) in eV: 1.953


Formula: C3H14NO4
Source: the OMol25 dataset
Level of theory: ωB97M-V/def2-TZVPD

Structure (XYZ):
```
22
Properties=species:S:1:pos:R:3:lowdin_spin:R:1
C 2.2055 -1.7487 0.3609 0.3156
C 1.4806 -0.4398 0.7341 0.0983
C 0.7355 0.2033 -0.4344 0.0250
O -0.1248 1.2427 -0.0541 0.0034
N 1.6002 -3.0060 0.8050 0.1097
H 3.2219 -1.6651 0.6921 0.1282
H 2.3513 -1.8097 -0.7223 0.0340
H 0.7503 -0.6637 1.5042 0.0139
H 2.1990 0.2608 1.1566 0.0381
H 0.1779 -0.5637 -0.9991 0.0055
H 1.5138 0.5574 -1.1311 0.0098
H 0.7059 -2.8097 1.2261 0.0322
H 2.1512 -3.4475 1.5511 0.1633
H -0.5306 3.2200 1.7583 0.0014
H 0.1229 1.8811 1.5606 0.0006
O -0.0579 2.5478 2.2771 0.0154
H -1.9028 1.3242 -2.0837 0.0007
H -1.1863 1.3297 -0.6179 0.0003
O -2.2730 1.4437 -1.1999 0.0019
H -4.5691 0.1187 -2.6203 0.0006
H -3.8342 1.1397 -1.6989 0.0001
O -4.7373 0.8846 -2.0643 0.0021
```

Spin multiplicity: 2
E_HOMO (spin up / spin down) in eV: 3.89 / -2.23
Charge: -2
Relative energy (zero: lowest compared OMol25 entry of this formula, charge and spin) in eV: 0.000


Formula: C3H3NO2
Source: the OMol25 dataset
Level of theory: ωB97M-V/def2-TZVPD

Structure (XYZ):
```
9
Properties=species:S:1:pos:R:3:mulliken_charge:R:1
C 2.6787 -1.8829 -0.3631 -0.1554
C 1.8907 -1.1130 -0.8137 -0.4345
C 0.4129 0.7333 -1.6678 0.8019
N -1.4462 1.6882 -0.0981 -0.4548
O 0.8204 1.0471 -2.6933 -0.3302
O -0.1139 0.5295 -0.6501 -0.3308
H 3.4508 -2.2659 0.1557 0.3903
H -1.6307 1.2626 0.8091 0.2623
H -2.2665 1.3487 -0.6225 0.2512
```

E_HOMO (spin up / spin down) in eV: -9.32 / -10.85
Relative energy (zero: lowest compared OMol25 entry of this formula, charge and spin) in eV: 8.742


no.,E (hartree)
1,-630.8328
2,-3742.3811
3,-648.4989
4,-461.4942
5,-478.3034
6,-321.0564